(1)
DFT (ωB97M-V/def2-TZVPD) results for a cluster of 2 separate species, C5H11N in total in a non-equilibrium geometry.

Last column: natural (NBO) charge in e.
CARTESIAN COORDINATES (ANGSTROEM)
C (1.351, 0.269, 1.650)  -0.622
C (1.152, 1.029, 0.353)  -0.404
C (-0.208, 1.359, -0.206)  -0.439
C (-0.893, 0.224, -0.909)  -0.215
C (-0.485, -1.048, -1.065)  0.028
N (-1.523, -2.009, -1.308)  -0.939
H (2.392, 0.002, 1.847)  0.213
H (0.983, 0.755, 2.538)  0.206
H (0.978, -0.755, 1.408)  0.221
H (1.719, 0.524, -0.440)  0.210
H (1.694, 1.985, 0.372)  0.197
H (-0.156, 2.269, -0.799)  0.223
H (-0.914, 1.640, 0.592)  0.215
H (-1.893, 0.425, -1.273)  0.204
H (-0.231, -2.092, 0.254)  0.160
H (-2.468, -1.858, -0.996)  0.368
H (-1.498, -2.716, -2.018)  0.376

Calculated values
relative energy (zero: lowest compared OMol25 entry of this formula, charge and spin): 122.16 kcal/mol
HOMO-LUMO gap: 7.88 eV
charge: 0
E: -6848.23109 eV
2S+1: 1

---

(2)
DFT (ωB97M-V/def2-TZVPD) results for a cluster of 2 separate species, C2H8N3O in total in a non-equilibrium geometry.

Last column: natural (NBO) charge in e.
CARTESIAN COORDINATES (ANGSTROEM)
N (0.105, 1.384, -0.551)  -0.696
C (1.124, 1.064, -1.310)  0.394
N (1.716, 1.875, -2.176)  -0.720
H (-0.260, 2.313, -0.617)  0.410
H (-0.288, 0.693, 0.100)  0.476
H (1.508, 0.044, -1.202)  0.231
H (2.499, 1.539, -2.683)  0.432
H (1.430, 2.833, -2.308)  0.424
C (-1.465, -1.521, 1.331)  0.557
N (-1.052, -2.521, 2.134)  -0.783
O (-0.824, -0.474, 1.147)  -0.702
H (-2.431, -1.696, 0.887)  0.142
H (-0.281, -2.332, 2.794)  0.418
H (-1.782, -3.201, 2.454)  0.417

Calculated values
relative energy (zero: lowest compared OMol25 entry of this formula, charge and spin): 4.05 kcal/mol
HOMO-LUMO gap: 11.06 eV
charge: +1
E: -8716.29995 eV
2S+1: 1

---

(3)
DFT (ωB97M-V/def2-TZVPD) results for an isolated molecule of CN2O3 in a non-equilibrium geometry.

Last column: Löwdin spin population.
CARTESIAN COORDINATES (ANGSTROEM)
C (1.198, 0.288, -0.057)  0.012
N (2.231, -0.267, 0.002)  0.084
N (-0.941, -0.084, 0.009)  0.476
O (-2.041, 0.349, -0.029)  0.716
O (0.059, 0.876, 0.059)  0.028
O (-0.505, -1.163, 0.017)  0.684

Calculated values
relative energy (zero: lowest compared OMol25 entry of this formula, charge and spin): 65.02 kcal/mol
HOMO-LUMO gap (alpha / beta): 8.75 / 6.77 eV
charge: 0
E: -10149.10935 eV
2S+1: 3

---

(4)
DFT (ωB97M-V/def2-TZVPD) results for a cluster of 10 separate species, C31H63Cl4F9O21S5 in total in a non-equilibrium geometry.

Last column: Löwdin charge in e.
CARTESIAN COORDINATES (ANGSTROEM)
C (9.548, 10.519, 13.607)  -0.044
C (9.843, 11.064, 15.047)  -0.154
O (9.170, 12.345, 15.259)  0.038
C (8.090, 12.221, 15.988)  -0.418
O (7.607, 11.265, 16.522)  0.158
C (7.570, 13.647, 16.348)  -0.534
F (6.753, 13.626, 17.355)  0.214
F (8.704, 14.405, 16.664)  0.100
F (7.007, 14.217, 15.294)  0.177
H (9.647, 11.245, 12.841)  0.055
H (8.727, 9.838, 13.640)  0.069
H (10.295, 9.729, 13.479)  0.078
H (10.885, 11.314, 15.173)  0.104
H (9.475, 10.280, 15.733)  0.120
C (16.491, 13.906, 14.407)  -0.035
C (15.305, 14.826, 14.345)  -0.161
O (14.253, 14.297, 13.474)  0.022
C (13.648, 13.189, 13.810)  -0.416
O (13.657, 12.523, 14.793)  0.164
C (12.744, 12.769, 12.574)  -0.428
F (11.760, 13.678, 12.328)  0.142
F (13.552, 12.619, 11.426)  0.071
F (12.205, 11.577, 12.815)  0.145
H (16.812, 13.602, 13.397)  0.077
H (16.381, 13.007, 14.970)  0.058
H (17.323, 14.418, 14.882)  0.038
H (15.496, 15.740, 13.792)  0.106
H (14.827, 15.039, 15.302)  0.120
C (20.565, 12.276, 9.326)  -0.058
C (20.263, 13.358, 10.351)  -0.195
O (21.488, 14.104, 10.867)  0.025
C (21.171, 15.212, 11.505)  -0.415
O (20.079, 15.516, 11.936)  0.116
C (22.425, 16.162, 11.853)  -0.525
F (23.451, 15.390, 12.330)  0.128
F (22.722, 16.578, 10.621)  0.160
F (22.240, 17.173, 12.668)  0.187
H (21.143, 11.429, 9.787)  0.096
H (21.178, 12.715, 8.501)  0.097
H (19.585, 11.930, 9.056)  0.057
H (19.882, 12.909, 11.302)  0.124
H (19.601, 14.121, 9.986)  0.050
C (9.371, 17.610, 12.469)  -0.062
C (10.430, 16.929, 13.264)  -0.317
O (10.441, 17.490, 14.545)  -0.235
S (11.730, 18.108, 15.085)  0.591
C (12.605, 16.631, 15.470)  -0.109
O (12.464, 18.827, 14.022)  -0.303
O (11.306, 18.801, 16.272)  -0.261
H (9.640, 18.567, 12.042)  0.080
H (8.535, 17.682, 13.193)  0.097
H (9.083, 16.972, 11.590)  0.101
H (10.166, 15.887, 13.414)  0.127
H (11.280, 17.069, 12.653)  0.108
H (12.543, 16.024, 14.564)  0.059
H (12.203, 16.078, 16.363)  0.113
H (13.614, 16.783, 15.765)  0.029
C (15.432, 5.225, 14.206)  -0.053
C (15.949, 6.624, 14.289)  -0.282
O (14.944, 7.504, 13.769)  -0.253
S (15.450, 9.008, 13.389)  0.602
C (15.425, 9.812, 14.981)  -0.101
O (16.789, 9.015, 12.879)  -0.271
O (14.381, 9.513, 12.592)  -0.280
H (16.222, 4.575, 14.413)  0.063
H (15.100, 5.061, 13.174)  0.097
H (14.578, 5.054, 14.832)  0.078
H (16.165, 6.999, 15.300)  0.127
H (16.817, 6.707, 13.704)  0.095
H (16.414, 9.574, 15.342)  0.059
H (14.765, 9.358, 15.734)  0.090
H (15.408, 10.903, 14.856)  0.049
C (11.236, 10.918, 18.645)  -0.066
C (11.991, 12.167, 18.493)  -0.244
O (13.338, 11.819, 18.940)  -0.277
S (14.046, 12.745, 20.021)  0.545
C (15.435, 11.820, 20.593)  -0.100
O (14.474, 13.894, 19.287)  -0.288
O (13.241, 12.980, 21.163)  -0.270
H (11.127, 10.656, 19.667)  0.077
H (11.895, 10.148, 18.209)  0.094
H (10.282, 10.771, 18.157)  0.072
H (12.114, 12.575, 17.467)  0.126
H (11.602, 12.967, 19.160)  0.128
H (15.637, 12.319, 21.520)  0.065
H (16.293, 11.878, 19.943)  0.058
H (15.044, 10.779, 20.779)  0.099
C (20.255, 17.963, 15.552)  -0.061
C (19.207, 18.818, 14.914)  -0.257
O (17.985, 18.841, 15.691)  -0.248
S (16.734, 18.055, 15.165)  0.570
C (15.895, 19.202, 14.138)  -0.098
O (17.220, 16.865, 14.476)  -0.300
O (15.904, 17.838, 16.318)  -0.274
H (19.824, 16.986, 15.875)  0.078
H (20.608, 18.408, 16.421)  0.057
H (21.128, 17.656, 14.930)  0.084
H (19.545, 19.967, 14.891)  0.167
H (19.058, 18.519, 13.853)  0.120
H (14.990, 18.753, 13.742)  0.057
H (16.614, 19.502, 13.388)  0.074
H (15.532, 19.985, 14.828)  0.099
C (21.310, 14.084, 15.149)  -0.053
C (19.889, 14.012, 15.653)  -0.234
O (19.897, 14.246, 17.113)  -0.291
S (18.690, 13.702, 18.056)  0.646
C (17.743, 15.239, 18.024)  -0.083
O (17.939, 12.614, 17.402)  -0.325
O (19.273, 13.459, 19.362)  -0.283
H (21.675, 15.148, 15.143)  0.086
H (21.355, 13.905, 14.061)  0.072
H (22.006, 13.418, 15.610)  0.077
H (19.249, 14.826, 15.217)  0.102
H (19.392, 13.018, 15.519)  0.121
H (17.464, 15.609, 17.050)  0.046
H (18.367, 15.929, 18.503)  0.053
H (16.858, 15.094, 18.625)  0.060
Cl (10.868, 9.976, 9.864)  0.584
C (12.561, 9.574, 9.949)  -0.734
C (13.389, 9.784, 8.722)  -0.636
Cl (13.303, 11.480, 8.261)  0.576
H (12.635, 8.527, 10.318)  0.093
H (12.930, 10.216, 10.727)  0.003
H (12.960, 9.219, 7.931)  0.056
H (14.420, 9.513, 8.962)  0.089
Cl (17.677, 15.782, 8.442)  0.579
C (16.289, 14.686, 8.379)  -0.647
C (15.842, 14.282, 9.762)  -0.647
Cl (16.958, 13.131, 10.478)  0.638
H (16.573, 13.825, 7.784)  0.070
H (15.543, 15.217, 7.876)  0.049
H (14.896, 13.751, 9.753)  0.033
H (15.843, 15.133, 10.430)  0.066

Calculated values
HOMO-LUMO gap: 10.84 eV
charge: 0
E: -204886.49720 eV
SMILES: CCOC(=O)C(F)(F)F.CCOC(=O)C(F)(F)F.CCOC(=O)C(F)(F)F.CCOS(C)(=O)=O.CCOS(C)(=O)=O.CCOS(C)(=O)=O.CCOS(C)(=O)=O.CCOS(C)(=O)=O.ClCCCl.ClCCCl
2S+1: 1

---

(5)
DFT (ωB97M-V/def2-TZVPD) results for a structure of composition C32H40CsF6N5O5P2S2 in a non-equilibrium geometry.

Last column: Löwdin charge in e.
CARTESIAN COORDINATES (ANGSTROEM)
Cs (-0.304, -3.449, -0.535)  1.026
N (-2.204, -1.310, 1.460)  0.084
C (-2.358, -0.166, 2.237)  -0.351
C (-3.286, 0.790, 1.949)  -0.031
C (-3.258, 2.027, 2.615)  -0.077
C (-2.348, 2.337, 3.606)  -0.078
C (-1.385, 1.380, 3.822)  -0.099
C (-1.351, 0.157, 3.209)  -0.312
P (0.139, -0.928, 3.115)  1.122
C (1.177, -0.281, 4.560)  -0.376
C (1.042, -0.901, 5.765)  -0.103
C (1.795, -0.481, 6.841)  -0.069
C (2.599, 0.654, 6.752)  -0.085
C (2.772, 1.201, 5.506)  -0.086
C (2.079, 0.736, 4.381)  -0.107
C (-0.414, -2.503, 3.874)  -0.440
C (0.537, -3.511, 3.975)  -0.110
C (0.149, -4.826, 4.330)  -0.096
C (-1.108, -5.104, 4.708)  -0.097
C (-2.031, -4.046, 4.673)  -0.086
C (-1.702, -2.782, 4.307)  -0.122
H (-2.174, -2.150, 2.052)  0.064
H (-2.953, -1.381, 0.826)  0.028
H (-4.088, 0.677, 1.257)  0.110
H (-4.050, 2.755, 2.400)  0.111
H (-2.445, 3.270, 4.067)  0.088
H (-0.561, 1.596, 4.459)  0.089
H (0.448, -1.753, 5.998)  0.098
H (1.739, -0.880, 7.852)  0.109
H (3.170, 0.886, 7.609)  0.091
H (3.406, 2.112, 5.333)  0.120
H (2.281, 1.150, 3.423)  0.094
H (1.560, -3.231, 3.727)  0.107
H (0.959, -5.587, 4.336)  0.119
H (-1.511, -6.120, 4.955)  0.127
H (-3.086, -4.198, 5.106)  0.139
H (-2.410, -1.932, 4.299)  0.121
F (-6.674, -3.953, -0.796)  0.133
C (-5.575, -4.150, -0.059)  -0.661
F (-5.364, -5.484, -0.071)  0.120
F (-5.847, -3.735, 1.178)  0.145
S (-4.115, -3.338, -0.815)  0.580
O (-3.084, -3.842, 0.043)  -0.467
O (-4.466, -1.941, -0.838)  -0.272
N (-4.178, -3.997, -2.275)  -0.270
S (-3.290, -5.189, -2.771)  0.572
O (-2.063, -5.280, -2.068)  -0.422
O (-4.027, -6.423, -3.066)  -0.260
C (-2.770, -4.669, -4.371)  -0.688
F (-1.891, -3.675, -4.329)  0.132
F (-3.677, -4.301, -5.276)  0.152
F (-2.157, -5.772, -4.891)  0.104
O (2.518, 0.807, -4.303)  -0.246
P (2.156, 1.915, -3.448)  0.503
N (0.949, 1.538, -2.362)  -0.221
C (0.353, 0.264, -2.418)  -0.209
C (-0.201, 0.224, -0.957)  -0.193
C (-0.563, 1.684, -0.613)  -0.151
C (0.693, 2.297, -1.144)  -0.221
N (1.573, 3.326, -4.111)  -0.198
C (0.125, 3.727, -4.296)  -0.138
C (-0.059, 3.438, -5.782)  -0.186
C (1.295, 3.493, -6.412)  -0.171
C (2.264, 3.818, -5.282)  -0.223
N (3.445, 2.498, -2.586)  -0.211
C (3.674, 3.798, -1.992)  -0.213
C (4.985, 3.573, -1.197)  -0.197
C (5.683, 2.448, -1.959)  -0.149
C (4.424, 1.500, -2.128)  -0.162
H (1.126, -0.513, -2.574)  0.109
H (-0.372, 0.205, -3.231)  0.119
H (0.634, -0.133, -0.301)  0.107
H (-1.016, -0.455, -0.847)  0.042
H (-0.804, 1.840, 0.415)  0.093
H (-1.434, 2.048, -1.211)  0.133
H (1.424, 2.161, -0.345)  0.116
H (0.573, 3.371, -1.457)  0.127
H (0.128, 4.775, -4.019)  0.114
H (-0.457, 3.136, -3.610)  0.093
H (-0.739, 4.129, -6.273)  0.102
H (-0.592, 2.455, -5.888)  0.125
H (1.452, 4.170, -7.249)  0.110
H (1.540, 2.457, -6.716)  0.119
H (2.408, 4.853, -5.138)  0.098
H (3.242, 3.425, -5.383)  0.105
H (2.864, 4.041, -1.303)  0.089
H (3.764, 4.661, -2.710)  0.121
H (4.744, 3.209, -0.162)  0.113
H (5.499, 4.588, -1.056)  0.128
H (6.502, 2.049, -1.358)  0.104
H (5.935, 2.792, -2.970)  0.115
H (4.214, 1.129, -1.155)  0.096
H (4.406, 0.798, -2.915)  0.086

Calculated values
relative energy (zero: lowest compared OMol25 entry of this formula, charge and spin): 16.11 kcal/mol
HOMO-LUMO gap: 8.21 eV
charge: 0
E: -108622.89898 eV
2S+1: 1

---

(6)
DFT (ωB97M-V/def2-TZVPD) results for an isolated molecule of C3H2N2S in a non-equilibrium geometry.

Last column: natural (NBO) charge in e.
CARTESIAN COORDINATES (ANGSTROEM)
S (-0.297, 0.299, 1.947)  0.225
C (0.063, 0.081, 0.360)  -0.235
C (-0.419, 0.899, -0.790)  -0.026
N (-0.172, 0.333, -1.931)  -0.209
N (0.522, -0.951, -1.681)  -0.210
C (0.723, -1.029, -0.418)  -0.007
H (-0.931, 1.863, -0.887)  0.234
H (1.035, -2.032, 0.115)  0.228

Calculated values
relative energy (zero: lowest compared OMol25 entry of this formula, charge and spin): 36.25 kcal/mol
HOMO-LUMO gap: 7.29 eV
charge: 0
E: -16955.83174 eV
SMILES: S=C1C=NN=C1
2S+1: 1

---

(7)
DFT (ωB97M-V/def2-TZVPD) results for a cluster of 3 separate species, C25H58BrN5O5P in total in a non-equilibrium geometry.

Last column: Löwdin charge in e.
CARTESIAN COORDINATES (ANGSTROEM)
C (-0.286, 7.355, 3.512)  -0.110
C (0.332, 6.831, 2.163)  -0.256
C (1.130, 5.479, 2.289)  -0.164
C (0.346, 4.324, 3.004)  -0.170
O (-0.119, 3.305, 2.063)  -0.109
C (-1.516, 3.154, 2.256)  -0.314
C (-2.236, 1.934, 1.513)  -0.030
N (-3.565, 2.557, 1.175)  -0.050
C (-4.433, 2.434, 2.390)  -0.203
C (-5.140, 3.749, 2.867)  -0.694
C (-6.501, 3.293, 3.576)  -0.135
Br (-4.128, 4.770, 4.225)  0.712
C (-3.147, 3.868, 0.784)  -0.340
N (-3.638, 4.525, -0.231)  -0.043
P (-4.900, 3.980, -1.371)  0.974
C (-5.811, 5.587, -1.809)  -0.276
C (-6.214, 2.931, -0.539)  -0.407
C (-5.902, 1.418, -0.828)  -0.183
N (-2.116, 4.359, 1.621)  0.165
H (-0.744, 8.356, 3.290)  0.079
H (-1.110, 6.695, 3.872)  0.048
H (0.480, 7.546, 4.302)  0.087
H (1.076, 7.608, 1.838)  0.111
H (-0.443, 6.805, 1.349)  0.088
H (2.130, 5.668, 2.751)  0.121
H (1.331, 5.126, 1.239)  0.118
H (-0.499, 4.684, 3.636)  0.103
H (1.077, 3.797, 3.670)  0.135
H (-1.812, 3.030, 3.332)  0.132
H (-1.653, 1.824, 0.563)  0.123
H (-2.271, 0.965, 2.059)  0.148
H (-5.236, 1.691, 2.128)  0.124
H (-3.872, 1.963, 3.237)  0.128
H (-5.467, 4.417, 2.032)  0.081
H (-7.306, 3.358, 2.794)  0.083
H (-6.775, 4.032, 4.357)  0.061
H (-6.431, 2.244, 3.937)  0.086
H (-3.222, 5.441, -0.412)  0.140
H (-5.115, 6.361, -2.198)  0.040
H (-6.275, 5.943, -0.846)  0.045
H (-6.671, 5.381, -2.492)  0.056
H (-6.365, 3.123, 0.548)  0.045
H (-7.189, 3.190, -1.035)  0.094
H (-6.033, 1.202, -1.919)  0.078
H (-6.595, 0.753, -0.250)  0.081
H (-4.868, 1.105, -0.558)  0.052
H (-1.491, 4.921, 1.041)  0.137
C (4.617, -2.433, -1.504)  -0.108
O (3.374, -2.610, -0.840)  -0.211
C (3.372, -2.107, 0.493)  -0.211
C (2.434, -0.911, 0.604)  -0.210
N (2.976, 0.249, -0.099)  -0.046
C (2.025, 1.351, -0.234)  -0.197
C (0.780, 1.117, -1.088)  -0.240
O (1.042, 0.935, -2.470)  -0.173
C (1.330, -0.404, -2.850)  -0.091
H (4.560, -2.947, -2.463)  0.087
H (4.817, -1.374, -1.689)  0.080
H (5.433, -2.874, -0.924)  0.090
H (4.378, -1.858, 0.841)  0.125
H (2.989, -2.907, 1.133)  0.119
H (2.295, -0.659, 1.659)  0.122
H (1.464, -1.211, 0.189)  0.103
H (3.267, -0.035, -1.026)  0.072
H (2.579, 2.184, -0.676)  0.121
H (1.713, 1.673, 0.765)  0.104
H (0.174, 2.029, -1.021)  0.105
H (0.153, 0.307, -0.699)  0.104
H (0.803, -1.135, -2.231)  0.090
H (2.406, -0.588, -2.820)  0.074
H (1.007, -0.532, -3.883)  0.090
C (3.890, -9.218, -4.314)  -0.113
O (4.349, -7.890, -4.121)  -0.197
C (3.307, -6.920, -4.184)  -0.213
C (3.100, -6.275, -2.819)  -0.215
N (2.503, -7.217, -1.876)  -0.049
C (2.498, -6.734, -0.494)  -0.195
C (3.854, -6.532, 0.188)  -0.226
O (4.574, -7.735, 0.410)  -0.176
C (5.384, -8.154, -0.677)  -0.096
H (4.762, -9.870, -4.364)  0.090
H (3.261, -9.543, -3.480)  0.079
H (3.339, -9.307, -5.255)  0.088
H (2.375, -7.341, -4.571)  0.122
H (3.637, -6.148, -4.885)  0.119
H (2.440, -5.408, -2.927)  0.121
H (4.076, -5.925, -2.464)  0.100
H (3.020, -8.086, -1.909)  0.069
H (1.937, -7.470, 0.089)  0.118
H (1.931, -5.799, -0.449)  0.112
H (3.655, -6.121, 1.183)  0.118
H (4.477, -5.791, -0.324)  0.103
H (5.775, -7.312, -1.254)  0.089
H (4.830, -8.834, -1.328)  0.072
H (6.227, -8.711, -0.268)  0.089

Calculated values
HOMO-LUMO gap: 6.57 eV
charge: +1
E: -123874.36154 eV
2S+1: 1

---

(8)
DFT (ωB97M-V/def2-TZVPD) results for the ion C2H2N3O with charge +1 in a non-equilibrium geometry.

Last column: natural (NBO) charge in e.
CARTESIAN COORDINATES (ANGSTROEM)
C (-0.584, -0.255, -0.434)  -0.129
C (1.795, 0.112, -0.095)  0.992
N (-1.692, 0.048, 0.096)  0.035
N (-2.686, 0.358, 0.483)  0.177
N (0.562, 0.061, 0.253)  -0.590
O (2.910, 0.260, -0.314)  -0.239
H (-0.502, -0.959, -1.174)  0.253
H (0.197, 0.376, 1.186)  0.502

Calculated values
relative energy (zero: lowest compared OMol25 entry of this formula, charge and spin): 49.70 kcal/mol
HOMO-LUMO gap: 7.86 eV
charge: +1
E: -8612.69909 eV
2S+1: 1